No. 1
An isolated molecule of C7H10N2O at a distorted geometry. Source: OMol25; level of theory: ωB97M-V/def2-TZVPD.

XYZ file:
```
20
Properties=species:S:1:pos:R:3:forces:R:3:lowdin_charge:R:1
C 0.641711 1.447320 -2.990081 -5.8 2.9 -3.2 -0.144
C 1.592972 0.843438 -2.190363 5.4 -2.7 3.2 -0.059
C -0.433931 0.700791 -1.326587 -2.7 0.7 0.9 -0.171
C 1.308133 -0.584187 -0.152201 0.9 -2.7 0.5 -0.190
C 0.485414 -0.749102 1.098383 -0.9 1.9 -0.2 -0.168
C -1.919496 -0.737640 1.594175 1.2 -0.3 -2.3 -0.250
C -1.887168 -0.293819 2.818708 -0.4 -0.4 2.1 0.015
N -0.634983 1.385954 -2.423079 2.4 0.5 -1.7 0.077
N 0.821612 0.249775 -1.151615 2.9 -0.1 -0.5 -0.092
O -0.877490 -1.178819 0.834534 1.9 -0.4 -0.3 -0.124
H 0.809119 2.063891 -3.878639 -0.1 -0.4 0.5 0.104
H 2.698108 0.578863 -2.395523 -2.3 0.3 0.4 0.128
H 2.344036 -0.356289 0.174258 -0.5 0.5 -0.1 0.136
H 1.436951 -1.623611 -0.507234 0.0 0.0 -0.5 0.127
H 1.107965 -1.328893 1.754093 -0.4 -0.9 0.6 0.121
H 0.439063 0.250988 1.511677 -0.3 0.3 0.6 0.122
H -2.757240 -0.725939 0.871447 -0.1 -0.1 1.2 0.137
H -1.174779 -0.307142 3.656480 0.4 -0.1 -1.2 0.079
H -2.860374 -0.232989 3.217158 -1.2 0.8 0.4 0.036
H -1.139624 0.597411 -0.515593 -0.2 0.0 -0.4 0.116
```
Forces are in eV/Å.

For the HOMO energy (alpha / beta), the calculation gives -4.338 / -9.485 eV. The multiplicity is 3. Its expectation value of S² is 2.030. As for the gap between HOMO and LUMO (alpha / beta): 5.21 / 7.59 eV.

=====

No. 2
An isolated molecule of C6H10. Source: OMol25; level of theory: ωB97M-V/def2-TZVPD.

XYZ file:
```
16
Properties=species:S:1:pos:R:3:forces:R:3:lowdin_charge:R:1
C 1.989043 0.445544 1.264056 -0.2 0.0 -0.3 0.119
C 1.271228 0.221724 0.324104 0.3 0.1 0.5 -0.157
C 0.155968 0.315814 -0.625561 0.1 0.0 0.1 -0.372
C -0.051413 1.857263 -0.663052 -0.2 0.1 -0.1 -0.071
C -1.015983 -0.591228 -0.155057 -0.1 0.1 0.0 -0.223
C -0.553124 -1.972943 0.331525 0.0 0.0 0.0 -0.114
H 2.557522 0.789400 2.093249 0.2 -0.3 0.0 0.027
H 0.434401 -0.010210 -1.636822 0.2 0.0 0.3 0.136
H 0.153787 2.289278 0.323323 -0.3 -0.2 -0.2 0.077
H 0.696636 2.284729 -1.341067 -0.2 0.0 0.1 0.081
H -1.042907 2.176855 -0.986064 0.0 -0.2 -0.1 0.073
H -1.730699 -0.726306 -0.978239 0.1 0.2 0.1 0.107
H -1.562481 -0.098261 0.657437 0.1 0.1 -0.1 0.112
H -0.190697 -2.604831 -0.489092 -0.1 0.2 0.1 0.076
H 0.262313 -1.871944 1.054965 -0.2 0.0 -0.1 0.058
H -1.373594 -2.504883 0.826296 0.1 0.1 -0.2 0.071
```
Forces are in eV/Å.

For the HOMO energy, the calculation gives -9.807 eV. The SMILES is C#C[C@H](C)CC. As for the gap between HOMO and LUMO: 10.98 eV.

=====

Record order is preserved below.
ΔE to the lowest compared entry with this formula, charge and spin: 144.3 175.0 kJ/mol
Record order is preserved below.
Electronic energy: -457.23572 -234.53586 a.u.